Below is a structure of composition C35H44F4O5S in a non-equilibrium geometry, with properties calculated with ωB97M-V/def2-TZVPD.

```
89
Properties=species:S:1:pos:R:3
C -2.29251 -5.09386 -0.93845
C -1.56432 -4.38680 -2.07223
C -0.70489 -3.37659 -1.40585
O -1.42558 -3.05580 -0.27518
C -2.42981 -4.00016 0.14580
H -1.63729 -5.89781 -0.60312
H -3.28069 -5.53258 -1.07668
H -2.37397 -3.90940 -2.62416
H -0.99206 -4.90899 -2.83900
H -0.57649 -2.49663 -2.03615
H 0.26653 -3.78280 -1.12402
H -3.39719 -3.50528 0.05994
H -2.11656 -4.42723 1.09848
C 1.48971 3.89307 -2.42665
C 1.84724 3.86749 -3.96071
C 1.01400 2.73391 -4.51643
O 0.11773 2.36730 -3.38730
C 0.05844 3.41224 -2.48949
H 1.60185 4.85960 -1.93538
H 2.15884 3.27079 -1.83239
H 2.88653 3.78252 -4.27812
H 1.44818 4.79836 -4.36361
H 1.70135 1.90781 -4.69865
H 0.51303 2.96942 -5.45540
H -0.18568 3.03063 -1.49809
H -0.72580 4.13532 -2.71362
O 1.91781 -4.93621 0.67299
S 1.20314 -4.27090 1.74710
O 0.17694 -5.01388 2.51276
O 2.24675 -3.54528 2.81353
C 3.41188 -2.84238 2.25839
C 4.56581 -3.10265 3.11125
C 0.41685 -2.73237 1.06701
H 3.24982 -1.76562 2.20907
H 3.55138 -3.17633 1.23023
H 5.07950 -4.01463 2.80709
H 4.43596 -3.06877 4.19296
H 5.29078 -2.31509 2.90565
H 1.16381 -2.17791 0.49892
H -0.12474 -2.22754 1.86696
H -0.37340 -3.06324 0.39312
F -4.36110 -0.97163 -2.05100
C -3.83958 0.13071 -2.59022
C -4.35073 1.42944 -2.31296
C -3.59872 2.57427 -2.52854
C -2.43012 2.41540 -3.17349
C -1.91065 1.13441 -3.52318
C -2.62711 -0.03060 -3.25054
H -5.28050 1.55289 -1.77753
H -3.92040 3.58593 -2.32990
H -1.86820 3.30505 -3.41680
H -0.88331 1.00365 -3.82961
H -2.31752 -1.06486 -3.27976
F 1.13204 2.34588 -0.89330
C 0.44703 1.22414 -0.51171
C -0.48620 0.69340 -1.41051
C -1.21869 -0.46006 -1.04402
C -0.97548 -1.09286 0.19774
C -0.17985 -0.39573 1.15135
C 0.60024 0.72697 0.76420
H -0.64905 1.09279 -2.40065
H -1.89114 -1.00232 -1.69222
H -1.48966 -2.01946 0.40616
H -0.26857 -0.70766 2.18152
H 1.27511 1.23292 1.43870
F 1.70355 1.81408 2.08650
C 2.32842 0.99869 2.96913
C 2.00333 -0.38879 3.00679
C 2.72543 -1.19968 3.90317
C 3.73687 -0.68008 4.66377
C 4.04245 0.69475 4.72987
C 3.37732 1.53538 3.83283
H 1.23293 -0.80469 2.37440
H 2.53000 -2.25620 4.01258
H 4.41050 -1.22733 5.30653
H 4.86779 0.98629 5.36249
H 3.71917 2.55976 3.81879
F -1.99153 4.81957 3.60131
C -2.07146 4.02094 2.52050
C -2.38670 4.50278 1.30708
C -2.20359 3.75410 0.15556
C -1.77056 2.46253 0.19449
C -1.56290 1.87632 1.45337
C -1.68829 2.68229 2.61317
H -2.63651 5.54968 1.21768
H -2.34504 4.16329 -0.83386
H -1.62867 1.85313 -0.68580
H -1.34327 0.82793 1.59133
H -1.57008 2.35057 3.63415
```

- E_tot (Ha) = -2533.10733
- total charge = 0
- HOMO (eV) = -7.789
- HOMO-LUMO gap (eV) = 8.4
- lowest unoccupied orbital energy (Eh) = 0.0210

Löwdin atomic charge list, values in e, 8 entries: number 1, C, carries -0.1210; number 2, C, carries -0.1354; number 3, C, carries -0.1811; number 4, O, carries -0.3017; number 5, C, carries -0.0542; number 6, H, carries 0.1179; number 7, H, carries 0.1175; number 8, H, carries 0.1161

Below is a structure of composition C35H45AsBGaN6O2S2, with properties calculated with ωB97M-V/def2-TZVPD.

```
93
Properties=species:S:1:pos:R:3
Ga 1.80452 0.45952 0.02331
N 3.21307 0.14320 4.30251
C 4.40725 -0.66350 4.03869
C 4.23962 -1.42852 2.73303
C 4.18147 -0.45608 1.56920
O 5.08493 0.33403 1.36625
O 3.11808 -0.56449 0.81940
H 3.40042 0.83998 5.01149
H 2.45943 -0.44197 4.64353
H 4.64176 -1.36890 4.84469
H 5.25555 0.01248 3.93253
H 3.33903 -2.04339 2.74809
H 5.10450 -2.07966 2.58724
C 0.14700 3.68772 3.18779
N 0.15415 4.08514 1.79047
C -0.64387 5.04928 1.22177
C -0.32500 5.08287 -0.09068
N 0.66323 4.15380 -0.32665
B 1.17538 3.89349 -1.80798
N 2.68117 3.51186 -1.75600
C 3.70001 4.39134 -1.47525
C 4.85657 3.69392 -1.42277
N 4.53855 2.37990 -1.68142
C 5.48835 1.27335 -1.66928
C 3.21070 2.29053 -1.87333
S 2.34869 0.81304 -2.18168
C 0.94177 3.54671 0.83174
S 2.18054 2.40049 1.24777
H -0.71021 4.15214 3.66843
H 1.06358 4.00524 3.68192
H 0.06682 2.60508 3.26185
H -1.35594 5.61319 1.79689
H -0.71455 5.68859 -0.88866
H 1.06082 4.94742 -2.38298
H 0.53700 3.00492 -2.29203
H 3.50983 5.44103 -1.34057
H 5.86829 4.00333 -1.23266
H 6.41624 1.60880 -2.12748
H 5.07189 0.45244 -2.24510
H 5.65188 0.94445 -0.64381
C -6.37014 -0.27381 2.16721
C -5.09820 -0.32045 1.36599
C -4.81266 -1.37246 0.51918
C -3.63341 -1.44356 -0.22756
C -3.46886 -2.71520 -1.02792
C -2.70800 -0.39725 -0.14686
As -1.05474 -0.10818 -1.19682
N 0.18952 -0.48510 0.13190
C -0.09143 -1.28850 1.24749
C 0.37077 -0.92477 2.51801
C 0.09104 -1.70938 3.62715
C -0.66166 -2.86879 3.50863
C -1.12382 -3.23923 2.25332
C -0.83934 -2.46597 1.14007
C -1.01383 -1.58311 -2.51341
C -1.99816 -1.48405 -3.50730
C -3.04426 -0.39138 -3.54741
C -2.07211 -2.44289 -4.51382
C -1.18095 -3.49815 -4.57958
C -1.27481 -4.54467 -5.65628
C -0.17423 -3.55072 -3.62342
C -0.05710 -2.61260 -2.60368
C 1.11745 -2.77619 -1.66841
C -2.97809 0.67362 0.73556
C -2.00169 1.80066 0.96339
C -4.15220 0.69267 1.47119
H -7.01014 -1.12610 1.94171
H -6.93238 0.63764 1.95620
H -6.15636 -0.28574 3.23775
H -5.51904 -2.19353 0.43932
H -4.20841 -2.76785 -1.83069
H -3.64689 -3.56865 -0.37046
H -2.49075 -2.83312 -1.47806
H 0.96453 -0.02435 2.63488
H 0.45133 -1.40401 4.60352
H -0.88490 -3.47205 4.37876
H -1.70991 -4.14272 2.13553
H -1.20097 -2.77007 0.16756
H -2.91073 0.38559 -2.79861
H -4.04054 -0.81419 -3.39933
H -3.03439 0.09535 -4.52399
H -2.85340 -2.35447 -5.26291
H -2.06539 -4.30835 -6.36776
H -1.48794 -5.52647 -5.22904
H -0.33589 -4.62577 -6.20647
H 0.56197 -4.34643 -3.67904
H 1.80976 -3.51053 -2.07905
H 0.81901 -3.11622 -0.67629
H 1.66977 -1.85032 -1.53104
H -1.11431 1.43239 1.48573
H -2.46514 2.57791 1.57118
H -1.66490 2.25494 0.02864
H -4.33555 1.52382 2.14517
```

- E_tot (Ha) = -6821.71936
- total charge = 0
- HOMO (eV) = -7.286
- HOMO-LUMO gap (eV) = 7.8
- lowest unoccupied orbital energy (Eh) = 0.0184

Löwdin atomic charge list, values in e, 8 entries: number 1, Ga, carries -0.0298; number 2, N, carries 0.0240; number 3, C, carries -0.2700; number 4, C, carries -0.0985; number 5, C, carries -0.5973; number 6, O, carries 0.0454; number 7, O, carries -0.0821; number 8, H, carries 0.0682

Below is a structure of composition C35H45BN7O2PS in a non-equilibrium geometry, with properties calculated with ωB97M-V/def2-TZVPD.

```
92
Properties=species:S:1:pos:R:3
C 3.45724 -1.94539 2.01431
C 3.02753 -0.39980 1.96378
C 1.78689 -0.14693 1.00570
C 1.71049 1.06986 0.15642
P 2.96575 2.43430 0.15310
C 3.85464 2.61670 1.82447
C 2.13948 4.14890 0.03984
C 0.82941 4.17210 0.98379
C 0.48950 1.12730 -0.78667
B 0.24782 2.30345 -1.85930
O -0.86854 3.16802 -1.90219
O 1.25220 2.51363 -2.84407
C -0.55608 0.08969 -0.81304
C -1.81541 0.17100 -1.76961
C -2.97064 1.11806 -1.17355
C -4.36748 0.34809 -1.22524
C -4.74175 -0.34756 0.15394
N -5.29684 -1.72288 -0.07877
C -0.51487 -1.10356 0.08930
N -1.45847 -2.10462 0.12768
S -0.84514 -3.13447 1.29378
N 0.54985 -2.35348 1.71983
C 0.70962 -1.18154 0.99169
H 4.55111 -2.07727 2.22213
H 2.89100 -2.41078 2.87629
H 3.14159 -2.45510 1.06893
H 3.89299 0.07527 1.40931
H 2.88839 0.04473 2.98084
H 4.76867 1.95398 1.79199
H 3.18900 2.40285 2.69948
H 4.26472 3.67153 1.82451
H 2.87333 4.91138 0.43206
H 1.85434 4.40532 -1.01229
H 0.67692 3.20708 1.53474
H -0.08122 4.32550 0.33070
H 0.88892 4.99093 1.76028
H -1.38233 2.87706 -2.68503
H 1.97019 1.86800 -2.67878
H -2.27684 -0.86239 -1.79316
H -1.54505 0.40719 -2.83290
H -2.68646 1.34545 -0.11249
H -3.08315 2.02461 -1.81943
H -4.38870 -0.41279 -2.06046
H -5.18526 1.10154 -1.43910
H -3.90002 -0.35077 0.89948
H -5.59233 0.23194 0.62264
H -4.48482 -2.35087 -0.08518
H -5.95178 -1.97368 0.66324
N -7.90739 -7.00286 -1.25380
C -8.41756 -6.16016 -0.34873
C -8.01323 -4.84165 -0.20803
C -7.01960 -4.36696 -1.05047
C -6.47395 -5.22148 -1.99550
C -6.95136 -6.52147 -2.05654
H -9.18940 -6.57835 0.28916
H -8.46403 -4.20354 0.54149
H -6.67479 -3.34260 -0.97205
H -5.69634 -4.88666 -2.67001
H -6.55818 -7.22661 -2.78166
N 2.62895 0.92303 -6.74720
C 2.12252 1.76739 -5.84059
C 2.55673 3.07332 -5.67468
C 3.57763 3.53240 -6.49209
C 4.12013 2.67630 -7.43779
C 3.61181 1.38993 -7.52500
H 1.32879 1.36177 -5.22303
H 2.10825 3.71238 -4.92611
H 3.94656 4.54682 -6.39337
H 4.91874 2.99953 -8.09300
H 4.00132 0.68446 -8.25168
N -2.17807 -4.91105 5.83311
C -1.91333 -4.87312 4.52267
C -2.82789 -5.21985 3.54063
C -4.08970 -5.63409 3.93638
C -4.38782 -5.68372 5.28874
C -3.40288 -5.31229 6.19062
H -0.91170 -4.54570 4.26236
H -2.55962 -5.16772 2.49403
H -4.83281 -5.91499 3.19880
H -5.36206 -6.00255 5.63587
H -3.58966 -5.33106 7.25929
N 6.35692 5.67881 2.48911
C 7.19534 5.63745 3.53062
C 8.43867 5.02602 3.49594
C 8.83729 4.41797 2.31608
C 7.98536 4.44564 1.22326
C 6.76470 5.08683 1.36110
H 6.83773 6.12378 4.43200
H 9.07743 5.02556 4.36954
H 9.80161 3.92789 2.24877
H 8.26191 3.98109 0.28569
H 6.06458 5.13855 0.53307
```

- E_tot (Ha) = -2658.79655
- total charge = 0
- HOMO (eV) = -7.846
- HOMO-LUMO gap (eV) = 6.7
- lowest unoccupied orbital energy (Eh) = -0.0404

Löwdin atomic charge list, values in e, 8 entries: number 1, C, carries -0.1181; number 2, C, carries -0.2025; number 3, C, carries -0.1286; number 4, C, carries -0.2737; number 5, P, carries 0.9458; number 6, C, carries -0.2910; number 7, C, carries -0.3703; number 8, C, carries -0.1425